ORCA calculation (wB97M-V/def2-TZVPD) on a 9-piece molecular cluster, C47H79N4O33PS10 overall at a distorted geometry.

For the total energy, the calculation gives -8863.1605 Eh. As for the charge: 0. The calculation puts the orbital gap at 7.425 eV. The HOMO energy is -8.401 eV. As for the SMILES: CCCCCCCCCCCCCCc1c(C)cc2ncc(P(C)O)nc2c1CCCSC(=S)n1ccnc1.O=S1(=O)OCCO1.O=S1(=O)OCCO1.O=S1(=O)OCCO1.O=S1(=O)OCCO1.O=S1(=O)OCCO1.O=S1(=O)OCCO1.O=S1(=O)OCCO1.O=S1(=O)OCCO1.

The geometry in XYZ format:
```
174
Properties=species:S:1:pos:R:3:lowdin_charge:R:1
C 8.41 -0.96 -0.16 -0.11
C 6.85 -0.98 -0.19 -0.24
C 6.23 0.45 -0.03 -0.22
C 5.00 0.69 -0.97 -0.22
C 4.16 1.90 -0.48 -0.23
C 2.97 2.24 -1.45 -0.21
C 1.91 3.09 -0.69 -0.23
C 1.02 3.97 -1.62 -0.21
C -0.06 3.08 -2.33 -0.22
C -1.46 3.77 -2.40 -0.21
C -2.10 3.99 -0.98 -0.19
C -3.44 3.16 -0.83 -0.18
C -4.50 3.87 0.06 -0.18
C -5.97 3.81 -0.48 -0.14
C -6.32 2.48 -1.22 -0.09
C -6.85 2.60 -2.59 -0.18
C -7.09 3.92 -3.32 -0.04
C -7.13 1.43 -3.28 0.01
C -6.94 0.11 -2.75 -0.20
N -7.22 -0.95 -3.57 0.13
C -6.95 -2.09 -2.95 -0.13
C -6.48 -2.23 -1.59 -0.42
P -6.18 -3.94 -0.90 0.88
C -7.90 -4.59 -0.55 -0.29
O -5.50 -4.90 -2.11 -0.34
N -6.22 -1.20 -0.81 0.11
C -6.44 0.01 -1.42 -0.15
C -6.14 1.21 -0.64 -0.08
C -5.61 1.05 0.80 -0.16
C -6.59 1.62 1.88 -0.23
C -6.04 1.34 3.32 -0.45
S -4.49 2.31 3.58 0.87
C -3.73 1.65 5.08 -1.04
S -4.66 1.52 6.41 0.72
N -2.35 1.26 5.06 -0.21
C -1.94 -0.03 4.88 -0.05
C -0.53 0.13 4.99 -0.14
N -0.22 1.45 5.17 0.03
C -1.33 2.16 5.22 -0.14
H 8.81 -0.29 0.63 0.08
H 8.79 -0.65 -1.16 0.06
H 8.82 -1.97 0.05 0.03
H 6.55 -1.61 0.70 0.07
H 6.49 -1.53 -1.08 0.11
H 5.93 0.59 1.03 0.11
H 7.05 1.17 -0.24 0.11
H 5.42 0.84 -1.99 0.12
H 4.40 -0.25 -0.94 0.11
H 4.85 2.77 -0.37 0.12
H 3.75 1.63 0.52 0.11
H 3.41 2.77 -2.32 0.12
H 2.53 1.27 -1.75 0.11
H 1.28 2.42 -0.07 0.11
H 2.45 3.78 0.00 0.11
H 0.48 4.76 -1.06 0.10
H 1.63 4.42 -2.42 0.11
H 0.22 2.90 -3.40 0.11
H -0.16 2.06 -1.89 0.11
H -1.39 4.75 -2.91 0.11
H -2.08 3.13 -3.06 0.10
H -1.37 3.63 -0.23 0.10
H -2.29 5.06 -0.78 0.10
H -3.13 2.20 -0.36 0.11
H -3.78 2.94 -1.85 0.10
H -4.20 4.94 0.14 0.11
H -4.50 3.51 1.11 0.05
H -6.09 4.67 -1.16 0.09
H -6.72 3.98 0.32 0.09
H -7.25 4.79 -2.67 0.05
H -6.30 4.08 -4.09 0.09
H -8.03 3.80 -3.90 0.09
H -7.51 1.52 -4.32 0.12
H -7.12 -3.02 -3.53 0.10
H -8.08 -4.72 0.54 0.01
H -8.13 -5.53 -1.10 0.04
H -8.63 -3.83 -0.90 0.03
H -6.19 -5.28 -2.68 0.04
H -4.60 1.49 0.92 0.07
H -5.48 -0.02 1.06 0.11
H -6.73 2.71 1.82 0.09
H -7.56 1.09 1.81 0.12
H -6.74 1.72 4.09 0.06
H -5.90 0.26 3.53 0.09
H -2.55 -0.93 4.73 0.12
H 0.20 -0.69 4.92 0.09
H -1.47 3.24 5.36 0.14
O -10.45 5.02 -1.91 -0.21
S -9.75 5.13 -0.69 0.63
O -8.33 5.25 -0.63 -0.24
O -10.20 3.91 0.26 -0.19
C -10.74 4.43 1.49 -0.19
C -11.32 5.77 1.12 -0.16
O -10.39 6.32 0.17 -0.18
H -9.92 4.53 2.20 0.14
H -11.48 3.76 1.89 0.09
H -11.42 6.43 1.98 0.14
H -12.29 5.67 0.63 0.14
O 6.23 -4.05 1.27 -0.21
S 6.95 -3.95 2.48 0.59
O 8.36 -3.81 2.53 -0.22
O 6.52 -5.19 3.42 -0.19
C 5.98 -4.70 4.65 -0.17
C 5.38 -3.35 4.31 -0.17
O 6.29 -2.78 3.37 -0.19
H 6.80 -4.60 5.37 0.13
H 5.24 -5.39 5.05 0.13
H 5.28 -2.71 5.18 0.14
H 4.41 -3.46 3.82 0.14
O -12.10 -1.53 4.54 -0.23
S -11.49 -2.81 4.64 0.62
O -11.42 -3.52 5.86 -0.20
O -10.01 -2.71 4.01 -0.18
C -9.88 -3.64 2.93 -0.17
C -11.27 -3.79 2.37 -0.17
O -12.13 -3.76 3.52 -0.19
H -9.51 -4.59 3.34 0.14
H -9.17 -3.27 2.19 0.12
H -11.40 -4.72 1.82 0.14
H -11.54 -2.95 1.73 0.13
O 8.78 -0.47 -6.22 -0.22
S 8.96 -0.04 -4.87 0.62
O 7.88 0.19 -4.00 -0.22
O 9.90 1.26 -4.89 -0.28
C 11.07 1.02 -4.10 -0.17
C 11.30 -0.47 -4.17 -0.17
O 10.00 -1.05 -4.15 -0.19
H 10.85 1.34 -3.07 0.14
H 11.91 1.59 -4.48 0.14
H 11.90 -0.84 -3.35 0.13
H 11.77 -0.75 -5.12 0.13
O 10.33 -3.04 -1.07 -0.22
S 10.96 -4.15 -1.67 0.62
O 11.96 -4.01 -2.67 -0.22
O 9.82 -5.14 -2.22 -0.18
C 9.96 -6.43 -1.62 -0.16
C 10.59 -6.17 -0.27 -0.16
O 11.53 -5.11 -0.51 -0.19
H 10.61 -7.03 -2.26 0.14
H 8.99 -6.92 -1.54 0.14
H 11.10 -7.05 0.13 0.11
H 9.85 -5.81 0.45 0.13
O 14.95 -9.41 -0.69 -0.21
S 14.09 -8.71 0.19 0.62
O 12.67 -8.80 0.12 -0.23
O 14.51 -7.16 0.17 -0.18
C 14.86 -6.73 1.49 -0.16
C 15.38 -7.97 2.18 -0.17
O 14.54 -9.03 1.70 -0.19
H 13.95 -6.35 1.98 0.13
H 15.60 -5.94 1.45 0.14
H 15.32 -7.90 3.27 0.14
H 16.40 -8.19 1.88 0.13
O 7.41 4.13 -4.12 -0.20
S 8.81 4.28 -4.18 0.66
O 9.66 3.27 -4.72 -0.21
O 9.35 4.68 -2.71 -0.19
C 10.04 5.93 -2.77 -0.17
C 9.40 6.68 -3.92 -0.17
O 9.15 5.68 -4.91 -0.18
H 11.09 5.72 -2.96 0.13
H 9.94 6.46 -1.83 0.13
H 10.05 7.46 -4.32 0.13
H 8.44 7.12 -3.63 0.13
O -13.99 1.53 -0.87 -0.20
S -13.50 1.59 0.46 0.64
O -12.57 2.58 0.88 -0.23
O -12.93 0.14 0.86 -0.18
C -13.62 -0.35 2.02 -0.17
C -14.99 0.29 1.96 -0.16
O -14.75 1.61 1.47 -0.18
H -13.06 -0.03 2.90 0.12
H -13.66 -1.44 2.01 0.13
H -15.47 0.32 2.93 0.14
H -15.64 -0.23 1.25 0.14
```